1.
An isolated ion of composition C3H5N2OS and charge +1 in a non-equilibrium geometry, computed with ωB97M-V with the def2-TZVPD basis set.

Summary:
- LUMO energy (spin up / spin down) (eV) = -4.615 / -7.670
- energy above the lowest of the compared OMol25 structures with the same formula, charge and spin (kcal per mole) = 52.2
- ⟨S²⟩ = 2.02
- HOMO-LUMO gap (spin up / spin down) (eV) = 5.03 / 5.42
- 2S+1 = 3
- charge = +1

Structure (XYZ):
```
12
Properties=species:S:1:pos:R:3:forces:R:3
C -0.0326 0.8049 -0.0068 3.9603 4.7849 -1.0395
C 2.4794 0.1951 -0.2850 -0.0792 1.9161 -0.8480
C -0.4075 -0.4753 0.1376 -0.3824 -1.2819 0.4015
N 1.6150 1.0208 -0.5180 -4.2623 1.2750 -0.5004
N -1.8090 -0.7517 0.3222 -2.9078 -0.5511 -2.2576
O -0.5717 1.8623 0.1850 -1.3166 -0.4768 0.0813
S 3.4007 -0.8238 0.2752 2.9475 -3.8344 1.6487
H 0.3303 -1.2516 -0.0144 -0.3861 -0.5225 0.1438
H 1.6836 1.9475 -0.9585 -0.1029 -0.4491 0.3088
H -2.5608 -0.0448 -0.1037 2.4466 -0.9484 0.7490
H -2.2079 -0.8804 1.2703 0.7331 -0.4916 -0.0977
H -1.9195 -1.6029 -0.3039 -0.6502 0.5798 1.4104
```
Forces are in eV/Å.

***

2.
C34H46AsCl2IrN2O4STe as an isolated structure, computed with ωB97M-V with the def2-TZVPD basis set.

Summary:
- LUMO energy (eV) = 0.042
- energy above the lowest of the compared OMol25 structures with the same formula, charge and spin (kcal per mole) = 6.5
- HOMO-LUMO gap (eV) = 6.87
- 2S+1 = 1

Structure (XYZ):
```
92
Properties=species:S:1:pos:R:3:forces:R:3
Ir -0.2751 0.1732 -0.3250 -0.6892 0.1148 -0.2396
C -1.2357 5.6545 1.3043 -0.0074 -0.0032 0.0157
C -2.5330 4.9071 1.5776 0.0301 0.0092 0.0038
N -2.3262 3.4924 1.9036 -0.0532 -0.0005 -0.0037
C -2.5584 3.1129 3.2966 0.0394 0.0136 0.0318
C -1.5889 3.7912 4.2545 -0.0001 -0.0174 -0.0021
C -2.0701 2.6174 0.9227 -0.0035 0.0434 0.0281
S -1.9162 0.9328 1.2820 0.1565 -0.1068 -0.0240
N -2.0663 3.1328 -0.3156 -0.0113 -0.1288 -0.0798
C -1.2857 2.7664 -1.3035 0.0114 0.1712 0.2537
O -0.2373 2.0451 -1.2224 0.0487 -0.3207 -0.2453
C -1.6069 3.3108 -2.6503 0.0531 0.0814 -0.0163
C -2.3635 4.4710 -2.7972 -0.0048 -0.0261 -0.0104
C -2.6616 4.9452 -4.0633 -0.0211 -0.0089 -0.0043
C -2.2184 4.2552 -5.1852 0.0092 0.0188 -0.0052
C -1.4658 3.0987 -5.0401 -0.0121 -0.0220 -0.0102
C -1.1504 2.6278 -3.7747 0.0114 -0.0013 0.0198
H -1.4486 6.6981 1.0690 0.0015 0.0048 0.0025
H -0.7101 5.2153 0.4571 -0.0017 -0.0008 -0.0100
H -0.5792 5.6276 2.1750 -0.0024 0.0065 0.0034
H -3.1956 4.9640 0.7140 0.0173 0.0050 -0.0051
H -3.0478 5.3504 2.4301 -0.0234 -0.0023 -0.0126
H -2.4705 2.0338 3.3753 0.0066 0.0034 -0.0096
H -3.5901 3.3795 3.5449 0.0028 -0.0119 0.0115
H -0.5542 3.5980 3.9682 -0.0117 -0.0162 0.0137
H -1.7379 3.3995 5.2607 -0.0172 0.0138 0.0086
H -1.7358 4.8713 4.2933 0.0062 0.0080 -0.0128
H -2.7032 4.9947 -1.9140 -0.0162 -0.0112 0.0066
H -3.2447 5.8496 -4.1782 0.0109 0.0072 -0.0020
H -2.4585 4.6237 -6.1744 -0.0013 0.0000 -0.0022
H -1.1241 2.5579 -5.9131 0.0063 0.0077 -0.0031
H -0.5626 1.7254 -3.6468 0.0004 0.0006 0.0076
C 2.9473 -0.6028 1.2533 -0.0492 0.0121 0.0000
As 1.5719 0.7228 0.9775 0.4154 0.0266 0.1244
C 2.6191 2.1369 0.1804 -0.0817 0.0898 0.1012
C 1.1724 1.3464 2.7961 0.0445 -0.0694 0.0015
C 2.1412 2.3501 3.3332 -0.0294 0.0120 0.0414
C 3.1286 1.9787 4.2412 0.0426 -0.0152 -0.0571
C 4.0168 2.9172 4.7490 0.0090 0.0001 -0.0012
C 3.9283 4.2443 4.3578 0.0033 0.0089 0.0087
C 2.9481 4.6274 3.4513 -0.0125 0.0078 0.0012
C 2.0643 3.6879 2.9462 0.0041 0.0135 0.0141
H 3.7733 -0.1330 1.7887 0.0000 -0.0046 0.0017
H 3.2917 -0.9493 0.2806 0.0223 0.0593 0.0209
H 2.5415 -1.4293 1.8293 -0.0117 0.0032 0.0033
H 3.4061 2.4494 0.8653 -0.0131 -0.0114 -0.0045
H 1.9889 2.9839 -0.0826 -0.0134 -0.0102 -0.0031
H 3.0573 1.7240 -0.7210 0.0666 -0.0331 -0.0915
H 1.1523 0.4322 3.3871 -0.0379 0.0451 0.0207
H 0.1564 1.7379 2.7740 0.0237 -0.0020 -0.0537
H 3.1979 0.9433 4.5543 -0.0111 -0.0002 0.0116
H 4.7766 2.6099 5.4561 -0.0015 0.0010 0.0039
H 4.6145 4.9780 4.7601 0.0104 -0.0025 -0.0116
H 2.8733 5.6610 3.1377 -0.0025 0.0043 0.0030
H 1.3042 3.9903 2.2328 -0.0100 -0.0050 0.0118
C -3.8524 -1.6325 -0.7488 0.0335 0.0343 0.0220
C -2.6822 -1.5870 -1.7025 0.0088 -0.0993 -0.0393
O -2.0084 -0.3040 -1.6739 0.0587 0.1610 0.0064
H -4.2536 -2.6458 -0.7097 -0.0141 -0.0009 -0.0182
H -4.6537 -0.9616 -1.0688 0.0018 0.0137 0.0062
H -3.5398 -1.3504 0.2560 0.0040 -0.0360 -0.0133
H -2.9895 -1.7654 -2.7348 -0.0129 0.0052 0.0134
H -1.9236 -2.3159 -1.4300 0.0160 0.0285 -0.0059
H -2.6639 0.4044 -1.6378 -0.0532 -0.0472 0.0559
C 7.2759 0.3598 -3.1279 0.0185 0.0092 0.0147
C 5.8086 0.1218 -2.9009 -0.0325 -0.0083 0.0073
C 5.3364 -1.1034 -2.4534 0.0145 0.0203 0.0082
C 3.9782 -1.3475 -2.2695 -0.0205 -0.0090 0.0694
C 3.5636 -2.7179 -1.7983 0.0169 -0.0131 -0.0054
C 3.0505 -0.3252 -2.5311 -0.0146 -0.0570 -0.0007
Te 0.9675 -0.7845 -2.4829 0.1274 -0.0179 0.1322
C 3.5135 0.9240 -2.9743 -0.0063 -0.0119 -0.0734
C 2.6032 2.0796 -3.3031 -0.0023 0.0103 -0.0236
C 4.8803 1.1225 -3.1469 0.0125 0.0032 0.0403
H 7.8669 -0.5040 -2.8254 0.0030 0.0004 0.0034
H 7.6275 1.2260 -2.5651 -0.0002 0.0020 0.0034
H 7.4791 0.5532 -4.1828 0.0024 -0.0016 -0.0016
H 6.0437 -1.8988 -2.2435 0.0031 -0.0041 -0.0077
H 4.4332 -3.2787 -1.4543 0.0009 -0.0038 -0.0010
H 3.0863 -3.2839 -2.6000 -0.0121 0.0121 -0.0082
H 2.8335 -2.6632 -0.9902 -0.0046 -0.0290 -0.0194
H 1.6165 1.9670 -2.8632 -0.0161 0.0077 0.0478
H 2.4809 2.1677 -4.3861 -0.0389 -0.0220 0.0073
H 3.0365 3.0164 -2.9470 0.0232 0.0080 -0.0204
H 5.2247 2.0944 -3.4881 0.0031 0.0012 -0.0071
Cl -2.6745 -3.0247 2.6031 -0.0239 0.0024 0.0078
C -1.0738 -3.4236 1.9315 0.0734 -0.0045 0.0284
Cl -1.2197 -4.5527 0.5816 0.0041 -0.0118 -0.0134
C -0.3884 -2.0970 1.5670 0.1728 0.0045 0.1256
O 0.2025 -1.5115 2.4633 -0.0703 -0.0468 -0.0493
O -0.5342 -1.7406 0.3532 -0.1639 0.1379 -0.1422
H -0.5126 -3.9112 2.7197 -0.0149 0.0009 -0.0046
```
Forces are in eV/Å.

***

3.
A 7-piece molecular cluster, C3H22N2O6S overall in a non-equilibrium geometry, computed with ωB97M-V with the def2-TZVPD basis set.

Summary:
- LUMO energy (spin up / spin down) (eV) = 2.723 / 2.657
- ⟨S²⟩ = 0.75
- HOMO-LUMO gap (spin up / spin down) (eV) = 2.69 / 8.93
- 2S+1 = 2
- charge = -1

Structure (XYZ):
```
34
Properties=species:S:1:pos:R:3:forces:R:3
N -1.6123 0.3870 -0.9325 0.3710 -5.1253 1.4170
C -1.7815 0.6053 0.5068 -0.9187 1.7296 0.4584
C -1.6562 -0.7567 1.2719 -2.6310 1.2165 1.6985
S -3.2481 -1.7629 1.5640 1.2075 0.3319 -1.3010
C -0.5624 1.4917 1.0964 -1.1598 0.3090 2.1180
N -0.0632 2.4225 0.0531 0.3442 -1.8246 1.0782
H -0.8806 -0.3917 -1.0904 -1.3254 1.8374 0.2759
H -3.0226 -2.4013 0.4000 -0.6155 -0.1818 0.1518
H -1.3057 1.1524 -1.4126 1.1486 2.7292 -1.1515
H -2.8163 1.1939 0.5452 2.0080 -1.4601 0.6691
H -1.4403 -0.6373 2.3788 0.7115 0.2159 -1.6218
H -0.9533 -1.3425 0.7127 0.5483 -0.4575 0.4389
H -0.7217 2.1267 2.1644 -0.4541 -1.6568 -2.7737
H 0.0607 0.6595 1.5245 0.6834 1.1232 -1.0956
H -0.1389 3.3356 0.4459 0.4935 0.6352 -0.0028
H 0.9060 2.1439 -0.1360 -0.3692 0.6907 -0.2506
H 3.3683 1.1678 -0.7457 0.3521 -2.8856 0.3904
H 3.3325 2.3607 0.1864 0.2291 -0.0518 1.8672
O 3.2272 2.0690 -0.6933 -0.3221 2.9457 -1.8877
H 1.9719 1.3173 2.5931 2.8976 0.6272 -1.2277
H 2.7873 0.2307 2.2272 1.0010 -0.3579 -0.4755
O 2.9381 1.2086 2.1753 -3.7262 0.0744 1.6240
H 1.9955 -1.7189 3.2113 0.3930 0.8061 -2.0180
H 2.8440 -2.0677 1.9268 -0.4292 0.5069 0.0971
O 2.2091 -1.3687 2.2400 -0.1486 -1.4496 1.8786
H 1.7814 0.7778 -3.0188 -0.6120 0.3826 0.2152
H 2.2183 2.1525 -2.3657 -3.4004 -2.3752 -0.1111
O 1.3580 1.5002 -2.5099 3.6279 1.7857 -0.4423
H -0.6836 -0.2583 -4.0660 -0.1853 0.2950 0.0723
H 0.1546 -1.2977 -3.3458 0.1116 0.2908 -0.2576
O 0.0579 -0.8478 -4.2030 0.2045 -0.5491 0.3381
H -0.3920 -3.0027 -2.3018 0.6619 0.2923 2.6624
H -0.4942 -2.6271 -0.6982 -0.4545 -0.1616 -0.2401
O 0.1006 -2.8582 -1.4156 -0.2425 -0.2885 -2.5939
```
Forces are in eV/Å.